C19H43OP3ScSe | the ωB97M-V functional and the def2-TZVPD basis

Geometry as XYZ:
```
68
Properties=species:S:1:pos:R:3
Sc -0.1061 0.2345 -0.1824
P -1.4049 -1.8830 0.6563
P 1.6635 -0.1289 1.8178
P 1.3661 -1.3877 -1.5830
H -3.3335 5.0111 -7.6322
C -3.2949 4.0556 -8.1812
C -4.3704 3.3004 -8.3450
H -5.3549 3.5862 -7.9381
C -2.9301 -1.6055 1.6206
C -0.6514 -3.2489 1.6044
C -2.1225 -2.6885 -0.8321
C 2.9938 1.1466 1.7752
C 0.9683 0.0822 3.5123
C 2.6362 -1.6749 2.0179
C 0.5997 -1.3274 -3.2490
C 1.6146 -3.1597 -1.2592
C 3.0600 -0.8008 -1.8915
H -2.3269 3.7962 -8.6410
H -4.3499 2.3727 -8.9412
H -3.5000 -0.7941 1.1582
H -2.6722 -1.2997 2.6394
H -3.5268 -2.5150 1.6472
H -0.3496 -2.8834 2.5950
H 0.2373 -3.6366 1.0922
H -1.3957 -4.0475 1.7141
H -2.7495 -1.9529 -1.3492
H -2.7387 -3.5371 -0.5068
H -1.3476 -3.0184 -1.5364
H 3.6122 1.0806 2.6830
H 2.5329 2.1434 1.7027
H 3.6138 1.0087 0.8784
H 1.7466 -0.1438 4.2561
H 0.1236 -0.6108 3.6510
H 0.6024 1.1105 3.6657
H 3.2983 -1.5495 2.8890
H 3.2338 -1.8686 1.1156
H 1.9573 -2.5247 2.1837
H 1.0891 -2.0794 -3.8847
H 0.7005 -0.3240 -3.6831
H -0.4731 -1.5386 -3.1709
H 2.2764 -3.5302 -2.0517
H 0.6634 -3.7050 -1.2687
H 2.0889 -3.2945 -0.2788
H 3.5967 -1.5846 -2.4353
H 3.5678 -0.5804 -0.9460
H 3.0250 0.1314 -2.4687
C 0.3534 2.5129 -2.8398
C -0.9557 2.1070 -3.1832
C -1.5189 2.5125 -4.3925
C -0.7884 3.3372 -5.2548
C 0.5162 3.7493 -4.9231
C 1.0861 3.3285 -3.7283
Se 1.3282 2.1932 -1.2761
H -1.4059 0.0024 -1.3921
H -1.5468 1.4796 -2.5154
H -2.5334 2.1883 -4.6539
H -1.2423 3.6668 -6.1903
H 1.0987 4.3988 -5.5788
H 2.0929 3.6320 -3.4332
C -2.0114 2.6532 3.1097
C -1.9771 1.4207 2.2456
O -1.0610 1.6701 1.1044
H -1.0242 2.8936 3.5096
H -2.6873 2.4893 3.9537
H -2.3823 3.4919 2.5176
H -1.6122 0.5329 2.7990
H -2.9238 1.1119 1.8075
H -0.4158 2.3713 1.3878
```

Energy above the lowest of the compared OMol25 structures with the same formula, charge and spin = 20.0 kJ/mol
LUMO level (alpha / beta) = -13.735 / -13.662 eV
Total charge = +3
Energy = -5010.14817 a.u.
HOMO energy (alpha / beta) = -0.581 / -0.587 Eh

Here are the Löwdin charges for atoms 1 to 4, given in e: 0.258 0.735 0.748 0.717